(1)
Here is a molecular structure, C4H8IN2 at a distorted geometry from OMol25. Energies are from ωB97M-V with the def2-TZVPD basis set.

Cartesian coordinates (Å):
C -0.38 -1.68 -0.86
C 0.08 -0.51 1.10
C 0.51 0.26 -0.12
C 0.13 1.71 -0.33
N 0.12 -0.54 -1.23
N -0.44 -1.75 0.53
I 3.30 -0.18 0.07
H -0.75 -2.51 -1.47
H 0.76 -0.82 1.95
H -0.68 0.06 1.83
H 0.92 2.37 0.02
H -0.83 1.82 0.05
H 0.08 1.84 -1.40
H 0.26 -0.26 -2.12
H -0.77 -2.49 1.01

Summary:
energy relative to the best compared isomer or geometry (same formula, charge and spin)	46.7	kcal/mol
highest occupied orbital energy (alpha / beta)	-12.94 / -12.82	eV
LUMO energy (alpha / beta)	-0.2091 / -0.2155	hartree
Kohn-Sham gap (alpha / beta)	7.25 / 6.96	eV
total charge	+1
multiplicity	1
maximum force	0.1325	hartree/bohr

Mulliken population analysis, charges in e, atoms 1 to 8:
1. C 0.007
2. C -0.230
3. C -0.068
4. C -1.147
5. N 0.089
6. N 0.004
7. I 0.061
8. H 0.390

---

(2)
Here is a molecular structure, C21H30N2O4 at a distorted geometry from OMol25. Energies are from ωB97M-V with the def2-TZVPD basis set.

Cartesian coordinates (Å):
C 3.06 -5.45 1.78
C 1.64 -5.08 1.64
C 1.35 -3.67 1.08
H 1.82 -3.03 1.92
H 1.99 -3.55 0.37
C -0.17 -3.58 1.22
N -0.55 -2.27 0.87
C -0.50 -1.76 -0.61
C -0.71 -0.42 -0.59
C -0.71 0.11 0.85
C -0.82 1.18 1.31
C -0.41 1.18 2.77
C -0.11 0.20 3.72
C -0.28 -1.10 2.85
C -0.31 -1.11 1.55
H -0.13 -2.08 3.55
H -0.10 0.26 4.78
O -0.55 2.42 3.63
H -0.41 3.27 2.78
C -1.29 2.54 0.83
N -0.07 3.60 1.10
C -0.73 4.80 0.62
C -0.56 5.09 -0.96
H -0.87 6.06 -1.15
O 1.03 4.84 -1.53
C 1.20 3.61 -1.01
C 1.17 3.38 0.72
H 1.40 2.29 0.62
H 1.77 3.91 1.10
H 2.16 3.45 -1.29
H 0.58 2.80 -1.60
H -1.08 4.45 -1.35
H -1.63 5.17 0.96
H 0.13 5.69 1.26
H -1.37 2.43 -0.14
H -2.18 2.92 1.12
C -0.87 0.46 -1.81
O -1.98 1.38 -1.83
O -0.38 -0.11 -2.86
C -0.62 0.45 -4.15
C -1.96 0.25 -4.70
H -2.10 0.50 -5.74
H -2.68 0.34 -4.11
H -1.79 -0.92 -4.81
H 0.44 0.24 -4.70
H -0.56 1.85 -3.86
C -0.73 -2.62 -1.60
H -0.96 -2.05 -2.50
H 0.35 -3.21 -1.94
H -1.50 -3.61 -1.53
H -0.56 -4.22 0.34
H -0.57 -3.69 2.03
H 1.25 -5.22 2.53
H 1.12 -5.86 1.05
H 3.22 -6.39 2.16
H 3.39 -4.81 2.42
H 3.71 -5.34 0.86

Summary:
energy relative to the best compared isomer or geometry (same formula, charge and spin)	519.9	kcal/mol
highest occupied orbital energy	-7.30	eV
LUMO energy	-0.0056	hartree
Kohn-Sham gap	7.15	eV
multiplicity	1
maximum force	0.3591	hartree/bohr

Mulliken population analysis, charges in e, atoms 1 to 8:
1. C -1.707
2. C -0.578
3. C -0.250
4. H 0.175
5. H 0.819
6. C -1.728
7. N 0.234
8. C 0.864

---

(3)
Here is 2 unconnected molecules or ions with the total composition C14H16O at a distorted geometry from OMol25. Energies are from ωB97M-V with the def2-TZVPD basis set.

Cartesian coordinates (Å):
C 2.11 -0.22 -2.95
C 1.96 -0.32 -1.45
C 2.13 -1.53 -0.82
C 2.14 -1.65 0.57
C 1.90 -0.52 1.32
O 1.99 -0.43 2.70
C 1.92 0.74 0.68
C 1.78 0.84 -0.69
H 1.21 -0.56 -3.49
H 2.90 -0.88 -3.30
H 2.24 0.80 -3.31
H 2.40 -2.42 -1.39
H 2.37 -2.61 1.01
H 1.96 -1.33 3.06
H 1.80 1.55 1.38
H 1.74 1.84 -1.12
C -2.34 2.02 2.05
C -2.13 0.87 1.10
C -2.65 -0.40 1.29
C -2.69 -1.30 0.23
C -2.04 -0.99 -0.95
C -1.50 0.27 -1.18
C -1.53 1.18 -0.13
H -2.63 1.69 3.06
H -3.13 2.65 1.63
H -1.45 2.63 2.21
H -3.15 -0.65 2.22
H -3.23 -2.24 0.30
H -2.01 -1.71 -1.76
H -1.14 0.59 -2.15
H -0.94 2.09 -0.11

Summary:
energy relative to the best compared isomer or geometry (same formula, charge and spin)	15.1	kcal/mol
highest occupied orbital energy	-8.28	eV
LUMO energy	0.0311	hartree
Kohn-Sham gap	9.12	eV
multiplicity	1
structure (SMILES)	Cc1ccc(O)cc1.Cc1ccccc1
maximum force	0.0420	hartree/bohr

Mulliken population analysis, charges in e, atoms 1 to 8:
1. C -1.558
2. C 0.688
3. C -0.574
4. C -0.616
5. C 0.719
6. O -0.562
7. C -0.553
8. C -0.366

---

(4)
Here is 15 unconnected molecules or ions with the total composition C54H151N17O15 at a distorted geometry from OMol25. Energies are from ωB97M-V with the def2-TZVPD basis set.

Cartesian coordinates (Å):
C 0.08 1.54 6.43
O -0.07 1.68 5.22
N 1.12 0.99 7.10
N -0.91 1.99 7.28
H 1.09 0.84 8.08
H 1.88 0.61 6.56
H -0.89 1.62 8.21
H -1.70 2.45 6.87
C 3.79 1.04 3.49
O 4.02 -0.07 3.00
N 4.65 1.69 4.33
N 2.57 1.66 3.49
H 5.56 1.30 4.49
H 4.46 2.55 4.79
H 2.48 2.31 4.24
H 1.75 1.29 2.99
C -0.52 6.98 -3.39
C -0.22 6.15 -2.12
C 1.11 5.36 -2.28
O 1.05 4.16 -3.03
C 0.27 3.08 -2.53
N -0.02 7.10 -1.05
H -0.67 6.37 -4.29
H 0.30 7.69 -3.53
H -1.46 7.54 -3.34
H -1.12 5.54 -2.04
H 1.37 5.10 -1.25
H 1.91 6.02 -2.58
H 0.78 2.48 -1.77
H -0.02 2.47 -3.38
H -0.72 3.33 -2.12
H -0.49 6.74 -0.23
H -0.22 8.05 -1.31
C 1.19 -3.59 -4.60
C 1.73 -5.03 -4.90
C 0.87 -6.12 -4.23
O 0.86 -5.96 -2.83
C -0.04 -6.78 -2.15
N 1.87 -5.15 -6.35
H 0.94 -3.45 -3.54
H 0.17 -3.60 -4.99
H 1.84 -2.80 -4.96
H 2.72 -5.15 -4.46
H 1.15 -7.15 -4.45
H -0.16 -5.97 -4.57
H -1.07 -6.51 -2.43
H -0.03 -6.50 -1.09
H 0.12 -7.85 -2.28
H 0.92 -4.98 -6.68
H 2.32 -4.28 -6.64
C -4.68 -6.52 -1.73
C -5.04 -6.14 -0.30
C -4.86 -4.65 0.02
O -3.54 -4.24 -0.31
C -3.05 -3.07 0.30
N -6.37 -6.61 0.07
H -4.74 -7.59 -1.95
H -3.62 -6.36 -1.90
H -5.36 -6.13 -2.49
H -4.30 -6.60 0.37
H -5.04 -4.49 1.09
H -5.57 -3.95 -0.42
H -3.78 -2.26 0.17
H -2.04 -2.80 0.00
H -2.88 -3.22 1.37
H -6.35 -6.74 1.07
H -6.54 -7.55 -0.28
C -4.73 2.56 -1.72
C -4.29 1.46 -2.71
C -4.88 1.74 -4.09
O -5.82 0.71 -4.41
C -6.70 1.08 -5.45
N -2.84 1.41 -2.75
H -4.21 3.50 -1.91
H -4.40 2.14 -0.77
H -5.81 2.67 -1.60
H -4.70 0.52 -2.32
H -4.09 1.65 -4.84
H -5.32 2.74 -4.12
H -7.29 1.96 -5.19
H -7.41 0.25 -5.51
H -6.28 1.20 -6.45
H -2.37 0.74 -3.35
H -2.50 1.11 -1.84
C 4.74 5.88 -3.39
C 5.37 5.07 -2.27
C 4.42 4.13 -1.52
O 5.10 3.35 -0.57
C 4.37 2.40 0.13
N 6.25 4.09 -3.01
H 4.10 6.66 -2.95
H 4.01 5.36 -4.00
H 5.44 6.40 -4.05
H 6.01 5.61 -1.57
H 3.97 3.37 -2.16
H 3.67 4.76 -1.03
H 4.86 2.00 1.01
H 4.13 1.53 -0.50
H 3.38 2.76 0.46
H 7.03 4.52 -3.50
H 6.64 3.53 -2.26
C -0.75 -2.67 5.34
C 0.26 -3.09 4.29
C 0.53 -4.60 4.42
O 1.07 -5.13 5.63
C 2.23 -4.41 6.09
N -0.24 -2.72 2.96
H -0.96 -1.60 5.22
H -0.37 -2.86 6.34
H -1.70 -3.19 5.19
H 1.18 -2.51 4.37
H 1.24 -4.80 3.61
H -0.36 -5.20 4.24
H 3.15 -4.64 5.55
H 2.34 -4.64 7.15
H 1.99 -3.35 6.10
H -1.13 -3.18 2.79
H 0.33 -3.00 2.17
C 3.01 1.67 -5.05
C 4.12 0.63 -4.73
C 5.03 0.36 -5.90
O 4.25 -0.03 -7.02
C 5.11 -0.16 -8.18
N 4.94 1.05 -3.59
H 2.21 1.65 -4.32
H 2.56 1.38 -6.01
H 3.32 2.71 -5.14
H 3.61 -0.28 -4.40
H 5.70 -0.47 -5.62
H 5.73 1.17 -6.14
H 4.56 -0.28 -9.11
H 5.71 -1.06 -8.03
H 5.71 0.75 -8.19
H 5.42 1.91 -3.84
H 4.34 1.37 -2.84
C -2.60 -3.20 -3.87
C -3.18 -1.80 -4.18
C -2.55 -1.18 -5.46
O -1.18 -0.89 -5.23
C -0.50 -0.16 -6.23
N -4.64 -1.87 -4.14
H -2.59 -3.90 -4.70
H -3.21 -3.58 -3.06
H -1.59 -2.97 -3.52
H -2.81 -1.14 -3.40
H -3.13 -0.26 -5.58
H -2.60 -1.81 -6.35
H -0.17 -0.87 -6.99
H 0.42 0.29 -5.84
H -1.04 0.72 -6.59
H -4.95 -2.31 -5.00
H -5.00 -0.92 -4.32
C -6.34 -4.13 4.38
C -6.00 -2.64 4.44
C -4.75 -2.30 3.59
O -4.56 -0.89 3.50
C -3.35 -0.55 2.87
N -7.17 -1.86 4.07
H -7.35 -4.30 4.76
H -5.70 -4.76 5.00
H -6.32 -4.57 3.38
H -5.77 -2.39 5.48
H -4.81 -2.74 2.59
H -3.84 -2.69 4.06
H -2.50 -1.04 3.35
H -3.16 0.51 3.07
H -3.28 -0.68 1.79
H -7.04 -0.89 4.35
H -7.23 -1.88 3.05
C 5.19 7.55 1.68
C 5.06 6.30 2.59
C 3.88 5.42 2.23
O 2.67 6.02 2.61
C 1.61 5.73 1.73
N 6.28 5.49 2.50
H 6.10 8.11 1.89
H 4.42 8.29 1.91
H 5.19 7.20 0.65
H 4.94 6.64 3.63
H 3.86 4.38 2.59
H 4.11 5.25 1.16
H 1.38 4.65 1.70
H 1.75 6.02 0.69
H 0.78 6.29 2.16
H 7.14 5.97 2.69
H 6.37 5.17 1.54
C -1.96 3.96 4.19
C -1.56 5.11 5.10
C -2.55 5.48 6.21
O -2.82 4.31 7.00
C -3.88 4.49 7.90
N -0.24 4.76 5.71
H -2.16 3.05 4.76
H -1.25 3.84 3.37
H -2.93 4.18 3.74
H -1.21 6.04 4.63
H -3.52 5.84 5.85
H -2.18 6.26 6.88
H -4.77 4.96 7.48
H -3.57 5.03 8.80
H -4.14 3.48 8.23
H -0.11 3.78 5.48
H -0.47 4.69 6.70
C 3.68 -8.55 1.36
C 2.84 -7.34 1.77
C 2.88 -6.23 0.71
O 2.16 -5.10 1.18
C 1.79 -4.20 0.15
N 1.45 -7.71 2.04
H 4.73 -8.36 1.18
H 3.18 -9.01 0.50
H 3.59 -9.32 2.12
H 3.30 -6.99 2.70
H 2.41 -6.68 -0.17
H 3.88 -5.89 0.46
H 2.27 -3.22 0.31
H 0.71 -4.09 0.15
H 2.13 -4.52 -0.83
H 0.89 -6.89 1.80
H 1.03 -8.35 1.36
C 0.07 1.93 0.90
C -0.23 0.49 1.23
C 0.40 -0.45 0.22
O -0.09 -0.01 -1.05
C 0.44 -0.66 -2.22
N 0.30 0.24 2.57
H -0.38 2.19 -0.06
H 1.11 2.26 0.84
H -0.40 2.70 1.52
H -1.32 0.51 1.39
H -0.01 -1.46 0.35
H 1.48 -0.34 0.36
H -0.06 -0.40 -3.15
H 0.39 -1.74 -2.11
H 1.47 -0.30 -2.36
H 0.30 -0.76 2.77
H -0.21 0.64 3.35

Summary:
energy relative to the best compared isomer or geometry (same formula, charge and spin)	0.0	kcal/mol
highest occupied orbital energy	-8.55	eV
LUMO energy	0.0131	hartree
Kohn-Sham gap	8.90	eV
multiplicity	1
maximum force	0.0603	hartree/bohr

Mulliken population analysis, charges in e, atoms 1 to 8:
1. C 0.521
2. O -0.384
3. N -0.451
4. N -0.268
5. H 0.137
6. H 0.230
7. H 0.177
8. H 0.120